This record from the OMol25 dataset describes a structure of composition C4H7NO3 in a non-equilibrium geometry. The level of theory is the ωB97M-V functional and the def2-TZVPD basis.

## Properties
HOMO-LUMO gap: 10.6 eV
M: 117.1 g/mol
energy relative to the best compared isomer or geometry (same formula, charge and spin): 2.0274 eV
net charge: 0
2S+1: 1

XYZ file:
```
15
Properties=species:S:1:pos:R:3:forces:R:3
O -2.37440 -1.28852 -0.41059 -0.01 0.04 0.07
O 2.02581 0.11383 -0.35516 0.35 -0.06 -0.59
O -2.06581 0.98752 -0.24111 -0.18 0.11 0.00
N 0.04323 -0.45553 1.53183 0.97 0.51 0.16
C -0.24730 -0.01498 0.18028 0.28 -0.54 -0.54
C 0.81437 -0.50931 -0.81002 0.36 0.12 -0.22
C -0.70814 1.43851 0.08488 0.32 0.45 0.73
C -1.71273 -0.32794 -0.19956 0.54 0.49 0.03
H -0.63244 1.94080 1.08582 -0.38 -0.33 -1.06
H 2.78134 -0.18843 -0.89201 -0.60 0.15 0.33
H 1.06453 -0.46682 1.69811 -0.76 0.32 -0.23
H -0.23003 -1.40927 1.60100 -0.44 -0.91 0.22
H 0.91656 -1.59159 -0.64736 -0.25 0.08 -0.36
H 0.62627 -0.29393 -1.90382 -0.05 -0.08 1.17
H -0.30126 2.06565 -0.72229 -0.16 -0.32 0.29
```
Forces are in eV/Å.

Calculated atomic charges, method natural (NBO), unit e: number 1, O, carries -0.54; number 2, O, carries -0.74; number 3, O, carries -0.49; number 4, N, carries -0.82; number 5, C, carries -0.05; number 6, C, carries -0.07; number 7, C, carries -0.07; number 8, C, carries 0.80; number 9, H, carries 0.21; number 10, H, carries 0.48; number 11, H, carries 0.38; number 12, H, carries 0.36; number 13, H, carries 0.18; number 14, H, carries 0.18; number 15, H, carries 0.19